1.
Entry from the Open Molecules 2025 dataset: a gas-phase ion, C6H7O (charge +1) (ωB97M-V/def2-TZVPD).

- HOMO-LUMO gap (alpha / beta) (eV) = 6.713 / 6.201
- ΔE to the lowest compared entry with this formula, charge and spin (eV) = 6.721
- total charge = +1
- highest occupied orbital energy (alpha / beta) (hartree) = -0.4422 / -0.4393

Geometry (Å):
C -0.384 1.307 -0.461
C 0.958 1.624 -0.333
C -1.294 0.472 0.018
C 2.112 -0.396 0.150
C 2.282 -1.613 0.381
C -2.361 -0.478 0.033
O 1.833 0.807 0.172
H -1.001 2.183 -0.948
H 1.328 2.729 -0.198
H 2.986 -2.396 0.051
H 1.516 -2.112 1.034
H -2.880 -0.583 -0.988
H -3.130 -0.141 0.791
H -1.966 -1.402 0.299

Forces on atoms 1 to 3 (eV/Å):
C -1.420 1.343 -0.512
C -1.380 4.604 -0.880
C 1.118 -0.178 -0.123



2.
Entry from the Open Molecules 2025 dataset: 2 unconnected molecules or ions with the total composition C4H12 (ωB97M-V/def2-TZVPD).

- HOMO-LUMO gap (eV) = 12.825
- ΔE to the lowest compared entry with this formula, charge and spin (eV) = 0.370
- structure (SMILES) = CC.CC
- total charge = 0
- highest occupied orbital energy (hartree) = -0.4298

Geometry (Å):
C -0.274 -2.027 -1.361
C 0.959 -1.263 -1.788
H -0.165 -3.106 -1.524
H -0.640 -1.897 -0.341
H -1.143 -1.830 -1.985
H 0.779 -0.331 -2.325
H 1.581 -0.967 -0.941
H 1.617 -1.843 -2.429
C 0.155 2.255 1.616
C -0.870 1.076 1.584
H 0.802 2.189 0.740
H -0.375 3.192 1.550
H 0.836 2.158 2.458
H -1.862 1.426 1.341
H -0.804 0.643 2.569
H -0.596 0.326 0.837

Forces on atoms 1 to 3 (eV/Å):
C -0.926 -0.955 -0.452
C 0.731 0.569 0.266
H 0.337 0.117 0.338



3.
Entry from the Open Molecules 2025 dataset: a single C6H10O molecule (ωB97M-V/def2-TZVPD).

- HOMO-LUMO gap (eV) = 11.138
- ΔE to the lowest compared entry with this formula, charge and spin (eV) = 1.523
- structure (SMILES) = C#C[C@](C)(O)CC
- total charge = 0
- highest occupied orbital energy (hartree) = -0.3734

Geometry (Å):
C -0.846 -1.668 -0.888
C -1.115 -0.442 -0.023
C 0.143 0.320 0.416
C -0.226 1.690 0.999
O 0.739 -0.493 1.428
C 1.158 0.439 -0.659
C 2.150 0.387 -1.344
H -1.744 -2.289 -0.965
H -0.036 -2.272 -0.469
H -0.560 -1.379 -1.903
H -1.621 -0.738 0.904
H -1.783 0.253 -0.540
H 0.667 2.297 1.175
H -0.882 2.246 0.323
H -0.740 1.536 1.954
H 1.656 -0.202 1.520
H 3.042 0.316 -1.927

Forces on atoms 1 to 3 (eV/Å):
C 0.021 -0.034 -0.066
C -0.098 0.042 -0.033
C -0.132 0.058 -0.150



4.
Entry from the Open Molecules 2025 dataset: a molecular structure, C36H37Br2IN6O4Ti (ωB97M-V/def2-TZVPD).

- <S²> = 2.04
- HOMO-LUMO gap (alpha / beta) (eV) = 4.850 / 7.898
- ΔE to the lowest compared entry with this formula, charge and spin (eV) = 1.411
- multiplicity = 3
- total charge = 0
- highest occupied orbital energy (alpha / beta) (hartree) = -0.1772 / -0.2929

Geometry (Å):
Ti 0.060 0.942 0.082
Br -1.611 2.159 1.944
C -2.034 3.596 0.710
C -2.657 4.717 1.192
C -3.033 5.717 0.286
C -2.827 5.538 -1.056
C -2.200 4.376 -1.555
C -2.038 4.157 -2.936
C -1.441 3.007 -3.385
C -0.920 2.072 -2.483
C -1.029 2.222 -1.106
C -1.732 3.372 -0.647
H -2.863 4.821 2.246
H -3.504 6.613 0.661
H -3.157 6.287 -1.763
H -2.390 4.910 -3.627
H -1.359 2.827 -4.448
H -0.411 1.200 -2.891
C 4.083 -2.246 1.679
C 2.631 -2.575 1.360
N 1.854 -1.356 1.282
C 2.188 -0.215 1.962
N 1.397 0.811 1.799
C 1.690 2.036 2.528
C 3.179 2.167 2.829
C 3.614 0.918 3.580
N 3.250 -0.252 2.806
C 4.069 -1.437 2.967
H 4.518 -1.649 0.873
H 4.670 -3.154 1.809
H 2.216 -3.208 2.156
H 2.543 -3.111 0.416
H 1.377 -1.162 0.398
H 1.122 2.030 3.472
H 1.351 2.890 1.922
H 3.382 3.058 3.419
H 3.732 2.236 1.890
H 3.144 0.877 4.573
H 4.701 0.913 3.719
H 3.680 -2.051 3.791
H 5.082 -1.123 3.235
Br -0.963 -4.465 4.300
C -2.394 -3.266 4.614
C -3.388 -3.637 5.504
C -4.452 -2.785 5.744
C -4.523 -1.573 5.075
C -3.524 -1.198 4.193
C -2.440 -2.036 3.965
I -0.876 -1.408 2.640
H -3.325 -4.589 6.005
H -5.217 -3.068 6.450
H -5.359 -0.913 5.242
H -3.571 -0.249 3.681
N -1.450 -0.265 -0.240
C -1.814 -0.978 -1.103
N -2.267 -1.749 -2.029
C -2.807 -1.226 -3.282
C -3.880 -2.173 -3.823
C -4.726 -2.702 -2.670
C -3.874 -3.551 -1.713
C -2.390 -3.183 -1.839
H -1.994 -1.112 -4.009
H -3.234 -0.238 -3.090
H -3.425 -3.006 -4.360
H -4.502 -1.629 -4.534
H -5.557 -3.292 -3.055
H -5.146 -1.850 -2.134
H -3.989 -4.612 -1.932
H -4.208 -3.388 -0.689
H -1.942 -3.682 -2.703
H -1.837 -3.479 -0.946
O 1.654 1.871 -0.602
C 1.920 0.808 -1.265
O 1.052 -0.157 -1.112
C 3.044 0.650 -2.121
C 3.383 -0.621 -2.641
C 4.408 -0.752 -3.534
C 5.116 0.387 -3.960
C 4.807 1.652 -3.428
C 3.801 1.777 -2.515
N 6.109 0.268 -4.936
O 6.685 1.292 -5.318
O 6.364 -0.856 -5.383
H 2.811 -1.479 -2.314
H 4.689 -1.710 -3.945
H 5.374 2.502 -3.774
H 3.524 2.735 -2.102

Forces on atoms 1 to 3 (eV/Å):
Ti 0.331 1.241 1.951
Br -0.179 0.564 -0.192
C -0.201 0.172 0.475



5.
Entry from the Open Molecules 2025 dataset: a molecular structure, C46H45BrN7O7SW (ωB97M-V/def2-TZVPD).

- HOMO-LUMO gap (alpha / beta) (eV) = 5.102 / 5.104
- ΔE to the lowest compared entry with this formula, charge and spin (eV) = 0.581
- total charge = +3
- highest occupied orbital energy (alpha / beta) (hartree) = -0.5352 / -0.5352

Geometry (Å):
W 13.166 13.200 11.853
O 14.365 14.220 12.963
C 14.495 15.543 13.178
C 15.768 16.019 13.230
C 15.925 17.365 13.380
C 14.797 18.241 13.656
C 13.503 17.744 13.593
C 13.316 16.361 13.350
C 12.045 15.821 13.093
N 11.846 14.593 12.672
N 10.507 14.125 12.731
C 10.522 12.857 12.727
O 11.687 12.156 12.684
C 9.325 12.064 12.940
C 8.509 12.365 14.019
C 7.387 11.641 14.296
C 6.903 10.679 13.363
C 7.752 10.316 12.324
C 8.897 10.976 12.074
H 16.549 15.325 13.009
H 16.893 17.831 13.255
H 14.847 19.318 13.798
H 12.646 18.361 13.823
H 11.138 16.386 13.359
H 8.807 13.159 14.748
H 6.851 11.846 15.210
H 5.996 10.115 13.557
H 7.404 9.589 11.590
H 9.532 10.681 11.246
C 12.617 12.940 15.869
O 13.566 12.781 14.776
C 14.543 11.807 14.849
C 15.020 11.291 16.067
C 16.159 10.519 15.996
Br 16.874 9.905 17.650
C 16.672 10.076 14.777
C 16.042 10.408 13.538
C 15.028 11.387 13.579
O 14.389 11.865 12.502
C 16.594 9.925 12.292
N 16.233 10.322 11.065
C 17.075 9.770 10.129
C 17.127 9.921 8.747
C 18.095 9.177 8.060
C 18.833 8.223 8.753
C 18.812 8.088 10.119
C 17.934 8.914 10.807
N 17.578 9.019 12.124
H 13.145 12.959 16.812
H 11.874 12.138 15.913
H 12.122 13.917 15.858
H 14.590 11.505 17.059
H 17.586 9.421 14.703
H 15.492 10.955 10.990
H 16.553 10.738 8.329
H 18.187 9.377 6.991
H 19.532 7.728 8.167
H 19.494 7.335 10.604
H 18.025 8.355 12.785
N 9.238 19.616 11.118
C 10.478 19.301 10.703
C 10.923 17.944 10.710
N 12.148 17.615 10.359
C 12.959 18.644 9.921
C 12.537 19.947 10.002
N 11.274 20.261 10.328
H 8.517 18.895 11.091
H 8.970 20.617 11.216
H 10.369 17.108 11.109
H 13.987 18.372 9.693
H 13.171 20.818 9.702
C 8.139 8.686 7.396
C 9.131 9.709 7.874
C 10.321 9.294 8.443
C 11.268 10.082 9.069
C 12.361 9.295 9.780
C 10.965 11.478 9.214
C 9.642 11.920 8.681
C 9.433 13.403 8.686
C 8.817 11.077 8.005
C 11.918 12.224 9.881
O 11.778 13.456 10.310
O 13.006 11.761 10.333
H 7.731 8.915 6.361
H 7.287 8.680 8.076
H 8.642 7.770 7.223
H 10.464 8.266 8.232
H 12.001 8.306 9.670
H 12.347 9.481 10.883
H 13.395 9.449 9.402
H 9.871 13.744 7.743
H 9.850 13.846 9.580
H 8.370 13.570 8.586
H 7.875 11.457 7.746
O 14.194 14.232 10.407
S 14.065 14.090 8.831
C 12.987 15.423 8.285
C 13.745 15.980 7.134
C 15.188 16.168 7.596
C 15.651 14.886 8.334
H 12.879 16.153 9.095
H 12.012 14.975 8.102
H 13.312 16.921 6.849
H 13.710 15.416 6.216
H 15.318 17.048 8.179
H 15.850 16.374 6.754
H 16.350 15.069 9.136
H 16.144 14.196 7.619

Forces on atoms 1 to 3 (eV/Å):
W 0.873 -0.630 1.174
O -0.531 0.935 -1.324
C -2.271 -0.746 0.133



6.
Entry from the Open Molecules 2025 dataset: a single C8H9NS2 molecule (ωB97M-V/def2-TZVPD).

- HOMO-LUMO gap (alpha / beta) (eV) = 7.077 / 7.052
- ΔE to the lowest compared entry with this formula, charge and spin (eV) = 5.514
- total charge = 0
- highest occupied orbital energy (alpha / beta) (hartree) = -0.2943 / -0.2997

Geometry (Å):
C 4.157 0.505 -0.019
C 3.049 1.370 -0.159
C 3.873 -0.732 0.454
C 1.814 0.793 0.148
C 0.265 2.486 -0.543
C 0.473 1.280 0.055
C -2.976 -0.909 -0.589
C -3.044 -0.296 0.718
N -0.562 0.442 0.325
S 2.102 -0.840 0.704
S -1.928 1.168 0.709
H 5.172 0.745 -0.088
H 3.089 2.444 -0.305
H 4.490 -1.618 0.606
H 1.089 3.297 -0.523
H -3.431 -0.384 -1.451
H -1.864 -1.091 -0.579
H -3.390 -1.984 -0.580
H -2.800 -0.887 1.628
H -3.996 0.184 0.817

Forces on atoms 1 to 3 (eV/Å):
C -0.481 -0.476 0.767
C -1.463 0.289 0.584
C -2.643 -0.289 0.004